Record 1
DFT (the ωB97M-V functional and the def2-TZVPD basis) results for 2 unconnected molecules or ions with the total composition C33H39N4O2 at a distorted geometry.

```
! RIJCOSX wB97M-V def2-TZVPD def2/J DEFGRID3
* xyz 1 1
C -8.256 -4.251 -0.194
O -7.900 -3.647 -1.464
C -7.073 -2.570 -1.418
C -6.705 -1.959 -2.646
C -5.868 -0.867 -2.645
C -5.347 -0.317 -1.432
C -4.468 0.820 -1.420
C -3.959 1.383 -0.247
C -3.127 2.491 -0.124
N -2.671 2.961 1.056
C -1.768 4.116 1.113
C -0.441 3.899 0.385
C 0.494 5.085 0.512
C 1.722 4.949 1.167
C 2.566 6.051 1.314
C 2.180 7.296 0.798
C 0.950 7.433 0.141
C 0.109 6.325 -0.003
C -1.566 4.302 2.614
O -0.904 5.171 3.176
N -2.260 3.313 3.250
C -2.239 3.215 4.691
C -3.002 2.404 2.382
C -4.500 2.505 2.705
C -2.465 0.975 2.560
C -5.741 -0.951 -0.219
C -6.578 -2.048 -0.201
H -8.909 -5.077 -0.472
H -7.366 -4.625 0.337
H -8.791 -3.538 0.454
H -7.104 -2.385 -3.564
H -5.586 -0.400 -3.589
H -4.207 1.273 -2.381
H -4.246 0.906 0.686
H -2.798 3.053 -1.002
H -2.273 5.017 0.713
H 0.035 3.001 0.811
H -0.663 3.695 -0.674
H 1.987 3.973 1.581
H 3.518 5.932 1.835
H 2.837 8.158 0.911
H 0.637 8.397 -0.263
H -0.860 6.409 -0.503
H -1.600 4.017 5.069
H -3.246 3.331 5.110
H -1.833 2.249 5.016
H -4.802 3.560 2.661
H -5.108 1.944 1.993
H -4.684 2.111 3.712
H -1.375 0.978 2.418
H -2.703 0.619 3.570
H -2.902 0.286 1.834
H -5.393 -0.594 0.750
H -6.848 -2.502 0.754
C -3.658 5.158 -5.347
C -3.535 4.567 -6.614
C -2.864 3.346 -6.764
C -2.325 2.721 -5.630
C -1.602 1.415 -5.678
N -1.042 1.007 -4.585
C -0.402 -0.311 -4.600
C 0.088 -0.774 -5.961
C -0.993 -0.599 -7.009
N -1.570 0.727 -6.854
C -2.435 3.316 -4.368
C -3.106 4.534 -4.214
H -4.185 6.107 -5.240
H -3.962 5.053 -7.493
H -2.759 2.907 -7.757
H 0.433 -0.231 -3.894
H -1.121 -1.063 -4.221
H 0.954 -0.172 -6.248
H 0.397 -1.820 -5.909
H -0.580 -0.681 -8.015
H -1.755 -1.380 -6.875
H -2.102 1.105 -7.625
H -1.980 2.801 -3.520
H -3.192 4.983 -3.221
*
```

Its energy above the lowest of the compared OMol25 structures with the same formula, charge and spin is 0.000 eV. The energy is -44903.2883 eV. The value obtained for the LUMO energy is -4.4694 eV. As for the orbital gap: 5.90 eV. The value obtained for the HOMO energy is -10.37 eV.

Charges in e, computed with Mulliken, in the same order as the atoms: number 1, C, carries -0.804; number 2, O, carries -0.423; number 3, C, carries 0.964; number 4, C, carries -0.768; number 5, C, carries -0.593; number 6, C, carries 0.855; number 7, C, carries -0.798; number 8, C, carries 0.635; number 9, C, carries 0.332; number 10, N, carries 0.626; number 11, C, carries 0.030; number 12, C, carries -0.479; number 13, C, carries 0.501; number 14, C, carries -0.280; number 15, C, carries -0.655; number 16, C, carries -0.415; number 17, C, carries -0.746; number 18, C, carries -0.211; number 19, C, carries 0.289; number 20, O, carries -0.687; number 21, N, carries 0.292; number 22, C, carries -0.954; number 23, C, carries 0.038; number 24, C, carries -1.529; number 25, C, carries -1.488; number 26, C, carries -0.646; number 27, C, carries -0.569; number 28, H, carries 0.243; number 29, H, carries 0.347; number 30, H, carries 0.345; number 31, H, carries 0.436; number 32, H, carries 0.440; number 33, H, carries 0.442; number 34, H, carries -1.130; number 35, H, carries 0.543; number 36, H, carries 0.340; number 37, H, carries 0.394; number 38, H, carries 0.197; number 39, H, carries 0.325; number 40, H, carries 0.369; number 41, H, carries 0.374; number 42, H, carries 0.379; number 43, H, carries 0.317; number 44, H, carries 0.390; number 45, H, carries 0.299; number 46, H, carries 0.309; number 47, H, carries 0.365; number 48, H, carries 0.391; number 49, H, carries 0.475; number 50, H, carries 0.327; number 51, H, carries 0.486; number 52, H, carries 0.404; number 53, H, carries 0.251; number 54, H, carries 0.408; number 55, C, carries -0.553; number 56, C, carries -0.737; number 57, C, carries -0.461; number 58, C, carries 0.584; number 59, C, carries 0.056; number 60, N, carries -0.421; number 61, C, carries -0.698; number 62, C, carries -0.594; number 63, C, carries -0.609; number 64, N, carries -0.102; number 65, C, carries -0.036; number 66, C, carries -0.462; number 67, H, carries 0.388; number 68, H, carries 0.379; number 69, H, carries 0.306; number 70, H, carries 0.359; number 71, H, carries 0.269; number 72, H, carries 0.297; number 73, H, carries 0.361; number 74, H, carries 0.375; number 75, H, carries 0.282; number 76, H, carries 0.120; number 77, H, carries 0.568; number 78, H, carries 0.343

***

Record 2
DFT (the ωB97M-V functional and the def2-TZVPD basis) results for a molecular structure, C33H40BF3O2 at a distorted geometry.

```
! RIJCOSX wB97M-V def2-TZVPD def2/J DEFGRID3
* xyz 0 1
C 0.803 -1.923 5.145
C -0.412 -1.577 4.308
C -1.524 -2.599 4.564
C -0.946 -0.074 4.455
C -2.060 0.125 5.469
C 0.186 0.902 4.743
O -1.464 0.234 3.156
B -0.987 -0.797 2.316
C -2.154 -1.660 1.598
C -3.463 -1.192 1.627
C -4.494 -1.991 1.120
C -4.187 -3.233 0.581
C -5.302 -4.046 -0.029
F -4.859 -5.200 -0.609
F -6.237 -4.402 0.908
F -5.960 -3.339 -1.002
C -2.889 -3.721 0.581
C -1.860 -2.917 1.081
C 0.050 0.223 0.865
C -1.064 1.019 0.278
C 0.653 -0.899 0.106
O -0.019 -1.631 2.934
H 0.548 -1.843 6.205
H 1.103 -2.956 4.936
H 1.641 -1.262 4.911
H -1.715 -2.679 5.641
H -2.463 -2.338 4.056
H -1.210 -3.587 4.204
H -1.684 -0.090 6.474
H -2.398 1.168 5.443
H -2.923 -0.522 5.262
H 0.545 0.764 5.770
H 1.022 0.759 4.043
H -0.186 1.930 4.641
H -3.707 -0.217 2.055
H -5.521 -1.632 1.148
H -2.662 -4.711 0.195
H -0.841 -3.309 1.076
H 0.724 0.761 1.546
H -1.441 1.735 1.016
H -0.707 1.569 -0.592
H -1.899 0.384 -0.032
H 1.324 -1.483 0.747
H -0.107 -1.570 -0.307
H 1.248 -0.496 -0.715
C 7.324 0.568 0.087
C 5.896 0.820 -0.277
C 4.999 1.301 0.689
C 3.670 1.533 0.372
C 3.180 1.323 -0.941
C 1.821 1.681 -1.271
C 1.404 1.757 -2.607
C 0.213 2.306 -3.062
C -0.174 2.379 -4.437
C -1.417 2.972 -4.809
C -1.844 2.982 -6.127
C -1.057 2.414 -7.138
C -1.557 2.370 -8.548
C 0.190 1.871 -6.804
C 0.630 1.853 -5.490
C 4.096 0.803 -1.908
C 5.428 0.587 -1.575
H 7.877 0.184 -0.775
H 7.820 1.485 0.434
H 7.397 -0.166 0.900
H 5.359 1.488 1.701
H 2.971 1.895 1.130
H 1.229 2.175 -0.498
H 2.098 1.410 -3.370
H -0.470 2.740 -2.326
H -2.033 3.418 -4.025
H -2.803 3.431 -6.393
H -0.812 1.904 -9.200
H -2.489 1.796 -8.625
H -1.766 3.379 -8.922
H 0.812 1.457 -7.599
H 1.607 1.422 -5.260
H 3.765 0.570 -2.917
H 6.131 0.220 -2.326
*
```

Its energy above the lowest of the compared OMol25 structures with the same formula, charge and spin is 3.561 eV. The energy is -47792.9891 eV. The value obtained for the LUMO energy is -3.1423 eV. As for the orbital gap: 2.22 eV. The value obtained for the HOMO energy is -5.36 eV.

Charges in e, computed with Mulliken, in the same order as the atoms: number 1, C, carries -1.943; number 2, C, carries 1.728; number 3, C, carries -1.837; number 4, C, carries 1.770; number 5, C, carries -1.896; number 6, C, carries -1.975; number 7, O, carries -0.761; number 8, B, carries 1.975; number 9, C, carries 0.063; number 10, C, carries -0.225; number 11, C, carries -1.069; number 12, C, carries 0.390; number 13, C, carries 0.731; number 14, F, carries -0.296; number 15, F, carries -0.264; number 16, F, carries -0.268; number 17, C, carries -0.908; number 18, C, carries -0.983; number 19, C, carries 1.483; number 20, C, carries -0.488; number 21, C, carries -1.381; number 22, O, carries -0.807; number 23, H, carries 0.328; number 24, H, carries 0.466; number 25, H, carries 0.349; number 26, H, carries 0.378; number 27, H, carries 0.289; number 28, H, carries 0.402; number 29, H, carries 0.350; number 30, H, carries 0.434; number 31, H, carries 0.341; number 32, H, carries 0.371; number 33, H, carries 0.268; number 34, H, carries 0.437; number 35, H, carries 0.406; number 36, H, carries 0.352; number 37, H, carries 0.430; number 38, H, carries 0.508; number 39, H, carries -0.422; number 40, H, carries 0.198; number 41, H, carries -0.687; number 42, H, carries 0.206; number 43, H, carries 0.155; number 44, H, carries 0.146; number 45, H, carries 0.328; number 46, C, carries -1.406; number 47, C, carries 1.227; number 48, C, carries -0.734; number 49, C, carries -0.422; number 50, C, carries 1.098; number 51, C, carries -0.955; number 52, C, carries 0.258; number 53, C, carries -0.161; number 54, C, carries 0.611; number 55, C, carries -0.647; number 56, C, carries -0.579; number 57, C, carries 1.167; number 58, C, carries -1.447; number 59, C, carries -0.778; number 60, C, carries -0.611; number 61, C, carries -0.571; number 62, C, carries -0.939; number 63, H, carries 0.351; number 64, H, carries 0.331; number 65, H, carries 0.334; number 66, H, carries 0.393; number 67, H, carries 0.251; number 68, H, carries 0.794; number 69, H, carries -0.068; number 70, H, carries 0.384; number 71, H, carries 0.369; number 72, H, carries 0.389; number 73, H, carries 0.338; number 74, H, carries 0.331; number 75, H, carries 0.341; number 76, H, carries 0.282; number 77, H, carries 0.305; number 78, H, carries 0.409; number 79, H, carries 0.281

***

Record 3
DFT (the ωB97M-V functional and the def2-TZVPD basis) results for a molecular structure, C33H40Br2N2OP2W at a distorted geometry.

```
! RIJCOSX wB97M-V def2-TZVPD def2/J DEFGRID3
* xyz 2 1
W -0.279 -0.069 0.305
C -2.149 -1.606 3.292
C -0.816 -1.070 3.815
C -0.904 -0.682 5.294
P -0.112 0.213 2.711
C 1.498 0.798 3.373
C 1.368 1.910 4.417
C 2.336 -0.385 3.865
C -1.195 1.654 2.499
C -2.275 2.045 3.295
C -3.035 3.141 2.932
C -2.758 3.838 1.754
C -1.726 3.438 0.927
C -0.932 2.356 1.310
N 0.114 1.834 0.491
C 1.294 2.567 0.176
C 1.417 3.934 0.359
C 2.598 4.564 -0.011
C 3.641 3.843 -0.570
C 3.522 2.468 -0.730
C 2.364 1.812 -0.331
P 2.107 0.011 -0.436
C 3.456 -0.870 0.447
C 3.035 -2.317 0.744
C 4.824 -0.808 -0.242
C 2.135 -0.331 -2.251
C 0.895 0.335 -2.858
C 2.174 -1.820 -2.598
H -2.520 -2.364 3.982
H -2.041 -2.076 2.315
H -2.906 -0.822 3.223
H -0.070 -1.868 3.718
H -1.633 0.108 5.472
H 0.049 -0.368 5.711
H -1.234 -1.556 5.856
H 1.982 1.227 2.488
H 0.847 1.580 5.315
H 0.847 2.781 4.021
H 2.367 2.228 4.716
H 1.960 -0.774 4.811
H 3.361 -0.056 4.036
H 2.364 -1.209 3.150
H -2.509 1.512 4.205
H -3.849 3.462 3.568
H -3.366 4.689 1.476
H -1.536 3.945 -0.010
H 0.610 4.514 0.782
H 2.693 5.633 0.124
H 4.548 4.346 -0.876
H 4.340 1.914 -1.168
H 3.521 -0.332 1.398
H 3.080 -2.935 -0.148
H 2.022 -2.385 1.144
H 3.720 -2.748 1.475
H 4.783 -1.189 -1.261
H 5.530 -1.432 0.308
H 5.235 0.198 -0.260
H 3.027 0.160 -2.650
H -0.013 -0.202 -2.563
H 0.941 0.301 -3.946
H 0.806 1.386 -2.571
H 1.364 -2.371 -2.119
H 3.116 -2.280 -2.313
H 2.067 -1.942 -3.677
Br -0.161 -4.905 -1.098
C -1.680 -3.844 -0.844
C -2.964 -4.396 -1.056
C -4.089 -3.647 -0.869
Br -5.771 -4.423 -1.170
C -3.996 -2.289 -0.451
C -5.080 -1.419 -0.228
C -4.840 -0.128 0.170
C -3.526 0.305 0.357
N -2.481 -0.487 0.164
C -2.708 -1.766 -0.247
C -1.556 -2.543 -0.448
O -0.366 -1.918 -0.221
H -3.044 -5.427 -1.371
H -6.090 -1.775 -0.375
H -5.652 0.563 0.342
H -3.323 1.320 0.676
*
```

Its energy above the lowest of the compared OMol25 structures with the same formula, charge and spin is 0.255 eV. The energy is -200374.8039 eV. The value obtained for the LUMO energy (spin up / spin down) is -6.6876 / -6.6890 eV. As for the orbital gap (spin up / spin down): 6.93 / 6.90 eV. The value obtained for the HOMO energy (spin up / spin down) is -13.61 / -13.59 eV.

Charges in e, computed with Mulliken, in the same order as the atoms: number 1, W, carries 1.492; number 2, C, carries -1.143; number 3, C, carries 0.489; number 4, C, carries -1.339; number 5, P, carries 1.271; number 6, C, carries 1.395; number 7, C, carries -1.418; number 8, C, carries -1.793; number 9, C, carries 0.155; number 10, C, carries -1.163; number 11, C, carries -0.903; number 12, C, carries -0.968; number 13, C, carries -0.042; number 14, C, carries -0.182; number 15, N, carries 0.568; number 16, C, carries 0.983; number 17, C, carries -0.981; number 18, C, carries -0.946; number 19, C, carries -1.075; number 20, C, carries -1.199; number 21, C, carries 0.241; number 22, P, carries -0.111; number 23, C, carries 0.943; number 24, C, carries -1.566; number 25, C, carries -1.379; number 26, C, carries 0.836; number 27, C, carries -1.503; number 28, C, carries -1.444; number 29, H, carries 0.570; number 30, H, carries 0.153; number 31, H, carries 0.220; number 32, H, carries 0.515; number 33, H, carries 0.192; number 34, H, carries 0.306; number 35, H, carries 0.505; number 36, H, carries -0.150; number 37, H, carries 0.257; number 38, H, carries 0.300; number 39, H, carries 0.523; number 40, H, carries 0.342; number 41, H, carries 0.459; number 42, H, carries 0.350; number 43, H, carries 0.269; number 44, H, carries 0.504; number 45, H, carries 0.484; number 46, H, carries 0.640; number 47, H, carries 0.576; number 48, H, carries 0.449; number 49, H, carries 0.466; number 50, H, carries 0.426; number 51, H, carries 0.311; number 52, H, carries 0.442; number 53, H, carries 0.249; number 54, H, carries 0.501; number 55, H, carries 0.262; number 56, H, carries 0.477; number 57, H, carries 0.376; number 58, H, carries 0.759; number 59, H, carries 0.194; number 60, H, carries 0.565; number 61, H, carries 0.261; number 62, H, carries 0.135; number 63, H, carries 0.275; number 64, H, carries 0.490; number 65, Br, carries -0.090; number 66, C, carries -0.426; number 67, C, carries -0.373; number 68, C, carries -0.141; number 69, Br, carries -0.147; number 70, C, carries 0.436; number 71, C, carries -0.679; number 72, C, carries -1.244; number 73, C, carries 0.278; number 74, N, carries -0.524; number 75, C, carries 0.593; number 76, C, carries -0.016; number 77, O, carries -0.219; number 78, H, carries 0.481; number 79, H, carries 0.416; number 80, H, carries 0.484; number 81, H, carries 0.297